The following is a quantum chemistry calculation of an isolated molecule of C4H9NO3 at a distorted geometry, from the OMol25 dataset.

Each atom is followed by the atoms it is bonded to, with distances in Å.
Cartesian coordinates (Å):
1 C -1.163 -0.493 -0.955  C2 1.537, H9 1.099, H10 1.095, H11 1.109
2 C -0.192 0.090 0.085  C1 1.537, C3 1.532, N4 1.484, C6 1.558
3 C 0.632 1.192 -0.587  C2 1.532, H12 1.129, H13 1.078, H14 1.097
4 N 0.649 -1.051 0.523  C2 1.484, O5 1.400, H15 1.057, H16 1.015
5 O 1.909 -1.153 -0.079  N4 1.400, H17 0.983
6 C -0.935 0.558 1.372  C2 1.558, O7 1.245, O8 1.268
7 O -1.796 1.450 1.262  C6 1.245
8 O -0.648 -0.055 2.445  C6 1.268
9 H -0.578 -0.903 -1.791  C1 1.099
10 H -1.842 0.277 -1.334  C1 1.095
11 H -1.755 -1.298 -0.475  C1 1.109
12 H 1.394 1.636 0.118  C3 1.129
13 H 1.138 0.889 -1.490  C3 1.078
14 H -0.067 1.989 -0.868  C3 1.097
15 H 0.751 -0.928 1.568  N4 1.057
16 H 0.127 -1.907 0.367  N4 1.015
17 H 2.376 -0.292 -0.161  O5 0.983

The charge is 0. As for the SMILES: CC(C)([NH2+]O)C(=O)[O-]. As for the energy above the lowest of the compared OMol25 structures with the same formula, charge and spin: 75.37 kcal/mol. Its orbital gap is 0.327 hartree. As for the molecular weight: 119.12 Da.